[1]
Density functional theory data (the ωB97M-V functional and the def2-TZVPD basis) for a molecular structure, C22H34BaCl2N5O4 at a distorted geometry.

XYZ file:
```
68
Properties=species:S:1:pos:R:3:forces:R:3
O 2.66245 2.02141 -1.93495 1.11 -0.27 -0.85
C 3.48049 1.73696 -1.07993 -2.61 0.71 2.62
C 4.32303 0.54331 -0.92127 0.31 -1.02 -0.41
C 3.84807 -0.69917 -0.45634 -0.04 -0.33 -0.45
H 2.84774 -0.86738 -0.05629 -0.04 0.41 -0.22
C 4.67121 -1.82328 -0.56325 1.24 0.17 0.04
H 4.33242 -2.84313 -0.25389 0.18 1.16 -0.24
C 5.99081 -1.63761 -1.03890 0.38 0.08 -0.39
H 6.66731 -2.49467 -1.14536 -0.36 0.23 0.10
C 6.49840 -0.36753 -1.41806 -0.06 -0.56 0.52
H 7.52655 -0.19103 -1.79130 -0.70 -0.50 0.36
C 5.65471 0.72083 -1.28797 -0.59 -0.08 -0.45
H 5.91889 1.73398 -1.57244 0.42 -0.12 -0.08
H 3.42769 2.32990 -0.12949 0.59 0.29 -0.55
C 0.91998 2.70969 0.68868 -1.05 0.57 0.12
C 1.25190 1.39806 1.19657 4.19 -0.22 -2.76
H 1.71865 3.45373 0.81139 0.06 -0.23 0.50
H 0.04251 3.08309 1.19108 -0.71 1.00 -0.05
H 0.74739 2.75129 -0.39853 -0.28 -0.06 -0.24
C 2.12119 0.80899 1.97544 0.05 1.62 1.11
C 2.02325 1.12288 3.41969 0.15 0.11 0.63
H 2.97386 0.19219 1.70114 -0.21 -1.02 -0.17
H 2.96571 1.29156 3.93239 0.43 -0.15 0.27
H 1.48097 0.29273 3.86061 0.11 -0.16 0.64
H 1.36208 1.98430 3.52251 0.17 0.02 0.26
Ba -0.71160 0.03926 1.17994 -1.57 -0.96 0.18
Cl 1.07853 -2.36423 1.12465 0.07 -0.29 0.03
Cl -1.10377 0.89834 4.23725 -0.45 0.02 0.05
H 2.20615 -2.32255 -4.22617 0.19 0.12 0.14
H 0.63774 -3.56086 -2.87816 -0.30 0.03 0.16
C 2.41805 -1.82405 -3.26812 -0.26 -0.04 0.02
C 0.31666 -2.74433 -2.22027 0.34 -0.05 0.45
N 1.16750 -1.60717 -2.55364 -0.04 0.37 -0.39
H 2.90741 -0.84997 -3.44042 -0.15 -0.49 0.08
C 0.81230 -0.37220 -2.20384 -0.92 0.65 1.11
O -0.12358 -0.09219 -1.42681 0.38 -0.54 -1.41
H -0.74249 -2.48155 -2.38341 0.46 -0.12 0.07
H 1.39451 0.44868 -2.63476 0.25 -0.25 0.01
H 3.07763 -2.46111 -2.66082 -0.09 0.23 -0.26
H 0.48071 -3.00923 -1.15641 -0.25 -0.01 -0.49
H -4.64483 4.02988 -1.63840 0.15 0.02 0.17
H -3.25444 3.47911 -3.84529 -0.14 -0.10 0.04
C -3.67615 4.20721 -1.14909 0.26 -0.08 -0.19
C -2.39186 3.71115 -3.21746 -0.04 -0.10 -0.10
N -2.64250 3.43220 -1.82082 -0.24 0.29 -0.43
H -3.70615 3.89133 -0.10409 -0.04 0.13 -0.19
C -1.96098 2.46316 -1.19296 0.15 -0.48 2.23
O -2.08246 2.23577 0.03580 0.04 0.11 -2.42
H -1.54945 3.11303 -3.56345 -0.01 0.04 0.04
H -1.26594 1.89117 -1.85115 -0.28 0.22 0.54
H -3.43954 5.27722 -1.23067 -0.07 -0.20 0.15
H -2.15905 4.76358 -3.38356 0.11 0.08 0.16
C -5.63267 -2.42803 0.44693 -0.08 0.01 -0.21
N -4.70478 -2.45574 1.56962 -0.40 -0.06 -0.58
C -5.00479 -3.13248 2.70451 0.34 0.19 0.72
C -4.17861 -3.03528 3.78042 -0.56 -0.25 -0.28
C -3.01506 -2.20818 3.63958 0.72 0.46 0.11
N -2.63018 -1.72190 2.46117 -0.99 -0.09 0.07
C -3.49414 -1.77378 1.41409 1.06 0.55 -1.22
O -3.23785 -1.23905 0.30288 -0.65 -0.85 1.64
N -2.26206 -1.90080 4.71182 -0.48 -0.05 0.11
H -6.55478 -2.94016 0.74482 0.22 0.09 -0.09
H -5.19573 -2.91631 -0.43380 -0.10 0.13 0.25
H -5.86305 -1.39054 0.17611 0.09 -0.26 0.08
H -5.94855 -3.68826 2.68812 0.46 0.20 0.13
H -4.38868 -3.50290 4.73412 -0.11 -0.05 -0.20
H -2.66068 -2.11063 5.62165 0.17 -0.01 -0.37
H -1.72805 -0.99869 4.65855 0.03 -0.25 -0.19
```
Positions in Å, forces in eV/Å.

relative energy (zero: lowest compared OMol25 entry of this formula, charge and spin) = 434.6 kJ/mol
LUMO energy = 2.21 eV
total charge = -1
multiplicity = 1

Atom charges from the Löwdin analysis, given in e for atoms 1 to 2: O 0.01; C -0.23

=====

[2]
Density functional theory data (the ωB97M-V functional and the def2-TZVPD basis) for a molecular structure, C22H34BrF5MnO3PS2.

XYZ file:
```
69
Properties=species:S:1:pos:R:3:forces:R:3
Mn -0.02907 0.61582 -0.34381 0.06 -0.29 -0.58
C -2.74208 -5.84959 3.68216 0.01 0.01 0.00
C -2.15167 -4.49984 4.09375 -0.02 -0.03 -0.01
C -3.17134 -3.78870 4.99332 -0.01 0.00 0.02
C -0.87224 -4.76619 4.89762 0.02 -0.01 0.02
C -1.82820 -3.62118 2.88805 0.03 0.06 0.03
C -1.26833 -2.36193 3.08234 -0.01 -0.03 -0.06
C -0.97180 -1.57785 1.99286 -0.02 -0.09 -0.02
Br -0.16752 0.12639 2.31893 -0.02 0.05 0.13
C -1.19207 -1.94191 0.64428 0.05 -0.10 -0.06
O -0.87879 -1.15277 -0.33723 -0.25 0.18 0.12
C -1.75679 -3.22876 0.45478 0.04 0.02 0.04
C -2.05010 -4.00652 1.57302 -0.01 0.01 -0.03
C -2.03723 -3.86166 -0.91919 0.02 0.01 -0.01
C -1.17886 -5.12934 -1.05614 0.02 -0.02 -0.01
C -1.72512 -2.97902 -2.13293 0.01 0.02 -0.01
C -3.52413 -4.23949 -1.00653 -0.02 0.00 0.00
H -2.94720 -6.44443 4.57507 -0.01 0.00 0.01
H -2.05189 -6.41542 3.05415 0.02 0.00 0.00
H -3.67969 -5.72960 3.13657 -0.01 0.01 -0.01
H -3.40034 -4.39921 5.87114 0.00 -0.01 0.01
H -4.09950 -3.60215 4.45045 -0.01 0.00 -0.02
H -2.79264 -2.82742 5.34190 0.02 0.01 0.00
H -1.08928 -5.39948 5.76221 0.00 -0.01 0.01
H -0.42907 -3.83940 5.26295 0.00 0.02 0.00
H -0.12592 -5.26770 4.27958 0.00 -0.01 -0.02
H -1.05371 -1.99106 4.07578 0.01 0.02 0.02
H -2.47133 -4.98522 1.39139 -0.01 -0.02 0.01
H -0.11953 -4.87397 -0.99536 0.01 0.01 0.00
H -1.36348 -5.60382 -2.02383 -0.01 0.00 -0.02
H -1.39620 -5.86049 -0.27579 -0.01 0.00 0.01
H -0.67107 -2.71456 -2.18161 0.01 -0.01 0.01
H -2.29646 -2.05296 -2.12500 -0.02 -0.01 0.00
H -1.98806 -3.54496 -3.03224 0.00 0.00 -0.02
H -3.82055 -4.94803 -0.23185 0.00 -0.01 0.01
H -3.73543 -4.69660 -1.97664 0.00 -0.01 -0.01
H -4.14915 -3.35027 -0.90574 0.00 0.01 0.00
C 5.77902 1.19467 -0.25497 0.02 0.01 0.02
C 5.39445 -0.20751 0.18405 0.03 -0.06 -0.02
C 4.72137 -0.23644 1.54317 0.01 0.04 0.05
O 4.63590 -0.84069 -0.86639 0.01 0.01 -0.07
P 3.03310 -0.97075 -1.00135 -0.07 0.02 0.08
S 2.20854 -2.24922 0.19128 0.07 -0.13 0.02
S 2.29254 0.92168 -0.92779 0.15 0.20 -0.04
O 2.95059 -1.51770 -2.50067 -0.04 -0.01 0.01
C 3.68941 -1.12818 -3.67532 -0.02 -0.05 0.01
C 3.93456 0.36291 -3.80427 0.01 0.02 -0.04
C 4.96960 -1.94242 -3.75553 0.01 0.01 -0.02
H 6.46024 1.63571 0.47543 0.01 0.00 0.01
H 4.89620 1.82716 -0.34051 -0.01 -0.01 0.01
H 6.28446 1.16510 -1.22095 0.00 0.00 -0.02
H 6.29962 -0.82088 0.23540 -0.02 0.03 0.01
H 3.81103 0.36327 1.55132 0.00 0.01 -0.02
H 5.41827 0.17838 2.27509 -0.01 0.00 0.02
H 4.45819 -1.25148 1.83232 0.02 -0.01 0.00
H 3.02484 -1.43729 -4.48695 0.03 0.01 0.01
H 4.58617 0.73395 -3.01454 0.02 -0.02 0.02
H 3.00446 0.92527 -3.76485 -0.01 -0.01 -0.01
H 4.41990 0.54236 -4.76629 0.00 0.02 -0.01
H 5.66442 -1.64212 -2.97319 0.00 0.01 0.02
H 5.44406 -1.79184 -4.72746 0.00 0.00 -0.02
H 4.74802 -3.00210 -3.63390 0.00 -0.02 0.00
F -2.03425 2.26079 0.09541 -0.21 0.10 -0.07
C -1.31459 2.20500 -1.14262 -0.03 0.19 0.77
F -2.29574 2.14515 -2.10336 0.16 -0.11 -0.09
C -0.73812 3.61423 -1.22234 0.00 0.02 -0.33
F -0.04513 3.78187 -2.36491 -0.02 -0.01 0.01
F -1.65626 4.60046 -1.17961 -0.01 0.00 0.02
F 0.11344 3.83015 -0.20197 0.03 -0.03 0.05
```
Positions in Å, forces in eV/Å.

expectation value of S² = 8.757
relative energy (zero: lowest compared OMol25 entry of this formula, charge and spin) = 19.5 kJ/mol
LUMO energy (spin up / spin down) = 2.53 / 2.53 eV
total charge = -1
multiplicity = 6

Atom charges from the Löwdin analysis, given in e for atoms 1 to 2: Mn 0.54; C -0.07

=====

[3]
Density functional theory data (the ωB97M-V functional and the def2-TZVPD basis) for 3 unconnected molecules or ions with the total composition C22H34BrNO10.

XYZ file:
```
68
Properties=species:S:1:pos:R:3:forces:R:3
C 2.07576 -2.97732 0.23311 0.03 -0.18 0.11
C 1.43706 -4.31497 -0.11086 0.27 -0.17 0.13
O 0.03536 -4.16585 -0.38961 -0.16 0.18 0.10
C -0.30065 -3.83751 -1.64939 0.20 -0.33 -0.14
O 0.49037 -3.79889 -2.55935 -0.09 0.26 0.11
C -1.78537 -3.61967 -1.80406 -0.02 0.02 -0.08
C -2.14406 -2.32964 -2.57590 -0.12 0.00 0.05
C -2.92995 -1.30571 -1.72309 0.18 -0.22 0.31
C -2.02562 -0.37716 -0.96687 -0.02 -0.26 0.19
C -1.93561 -0.30920 0.36511 -0.05 -0.12 -0.32
C -1.00333 0.63474 1.01489 -0.02 0.10 0.23
O -1.11155 0.94568 2.18365 0.04 -0.20 -0.35
C 0.08879 1.17971 0.14841 -0.05 0.06 -0.36
Br 1.51653 1.94160 1.09306 0.11 0.10 0.06
C 0.02100 1.16886 -1.19245 0.08 -0.02 0.22
C 1.07250 1.73523 -2.11552 0.15 -0.11 0.08
C 1.18399 0.99354 -3.44930 -0.08 -0.22 0.08
N 1.24410 -0.44782 -3.16801 0.09 0.01 -0.16
C -1.22672 0.58954 -1.78006 0.06 0.09 0.15
O -1.64497 0.95324 -2.85444 -0.05 -0.01 -0.23
H 1.91419 -2.73533 1.28288 -0.10 0.12 0.00
H 3.15662 -3.03668 0.08446 -0.09 0.09 -0.07
H 1.66037 -2.17863 -0.38295 0.12 -0.01 -0.08
H 1.93454 -4.80225 -0.94915 -0.14 0.13 -0.08
H 1.48769 -4.99066 0.74555 -0.10 0.05 -0.10
H -2.14530 -4.48459 -2.37106 0.05 0.04 0.10
H -2.26058 -3.66174 -0.82423 0.02 0.05 -0.01
H -2.75581 -2.59189 -3.43988 0.06 0.04 0.03
H -1.22850 -1.87933 -2.96209 -0.03 0.02 -0.07
H -3.60100 -0.72237 -2.35590 0.09 0.00 0.01
H -3.52253 -1.85569 -0.98561 -0.18 0.14 -0.16
H -2.55568 -0.91673 1.01755 0.03 0.11 0.00
H 2.02549 1.62884 -1.58431 -0.07 0.11 -0.08
H 0.92548 2.81024 -2.26765 -0.11 -0.04 0.00
H 0.31011 1.16792 -4.07211 -0.01 0.09 0.07
H 2.05336 1.37157 -4.00122 -0.01 0.01 0.11
H 1.09279 -0.99683 -4.00766 -0.04 0.04 0.07
H 2.16399 -0.70957 -2.82960 -0.05 0.00 0.10
C -1.82945 4.21290 -0.06248 -0.01 0.16 -0.01
C -2.38672 3.89728 -1.43286 0.05 -0.29 0.09
O -2.69433 5.08630 -2.17988 0.05 0.12 -0.01
C -1.64501 5.68563 -2.73672 -0.12 0.02 0.03
O -0.50436 5.29897 -2.70713 0.08 -0.03 -0.01
O -2.07067 6.79557 -3.34038 0.01 -0.02 0.00
C -1.03710 7.56537 -3.96078 0.00 0.06 -0.05
H -2.51992 4.84113 0.50126 -0.03 -0.03 -0.01
H -1.67708 3.28942 0.49518 -0.02 0.00 0.04
H -0.87268 4.72894 -0.13380 0.03 -0.04 -0.03
H -3.33644 3.37110 -1.35264 -0.03 0.05 -0.05
H -1.70290 3.27952 -2.01561 -0.03 0.12 0.02
H -0.46485 6.95422 -4.65511 0.02 -0.02 0.02
H -0.37143 7.98319 -3.20730 0.03 -0.04 0.00
H -1.54457 8.36384 -4.49324 -0.02 -0.01 0.02
C 3.63435 -2.57389 7.24506 -0.11 0.08 0.00
C 3.25333 -3.57261 6.17459 0.20 -0.10 0.04
O 1.88409 -3.42648 5.76336 -0.06 0.02 0.00
C 1.64340 -2.41139 4.93319 -0.01 0.00 0.02
O 2.46659 -1.65821 4.47895 0.01 0.00 -0.03
O 0.33648 -2.37682 4.68566 -0.02 0.02 0.02
C -0.08280 -1.28540 3.85425 -0.07 -0.03 -0.02
H 2.95612 -2.65207 8.09541 0.03 -0.03 0.02
H 4.64915 -2.77163 7.59077 0.01 -0.02 0.00
H 3.59375 -1.55577 6.86142 0.02 -0.01 -0.03
H 3.31165 -4.58992 6.55675 -0.05 -0.01 -0.01
H 3.90162 -3.49270 5.30228 -0.03 0.06 -0.01
H 0.50957 -1.25475 2.94558 0.07 0.03 -0.08
H 0.01339 -0.33759 4.37831 0.06 0.00 0.01
H -1.12598 -1.46882 3.61950 0.00 -0.04 0.04
```
Positions in Å, forces in eV/Å.

LUMO energy = -1.26 eV
multiplicity = 1
SMILES string = CCOC(=O)CCCC1=CC(=O)C(Br)=C(CCN)C1=O.CCOC(=O)OC.CCOC(=O)OC

Atom charges from the Löwdin analysis, given in e for atoms 1 to 2: C -0.05; C -0.21

=====

[4]
Density functional theory data (the ωB97M-V functional and the def2-TZVPD basis) for 6 unconnected molecules or ions with the total composition C22H34Cl2O15 at a distorted geometry.

XYZ file:
```
73
Properties=species:S:1:pos:R:3:forces:R:3
C 2.13490 2.83084 2.22967 -2.23 1.30 0.04
C 3.17075 3.36479 1.31153 0.52 -2.56 0.82
C 2.78691 3.78772 -0.06732 -1.21 -1.92 -0.92
O 3.63120 4.87461 -0.31441 0.08 0.37 -1.63
C 4.24626 5.20855 0.80028 0.64 3.06 0.70
O 5.02378 6.12912 0.90640 -0.43 -1.17 -0.20
O 3.71840 4.54248 1.81271 1.21 0.09 1.58
H 2.25550 2.83388 3.31297 1.21 -0.42 -0.17
H 1.75914 1.87389 1.86752 -0.05 0.04 0.10
H 1.36731 3.60243 2.17007 -0.79 -0.32 -0.10
H 3.86237 2.52402 1.25777 1.14 0.45 -0.17
H 1.70926 3.93074 -0.14679 0.13 1.11 -0.09
H 2.99591 3.02092 -0.81327 0.17 -0.15 0.08
C 2.98086 1.18482 -3.57672 -0.18 -0.47 0.93
C 4.40591 0.76169 -3.12748 0.16 1.58 1.41
C 5.42073 1.90399 -2.71896 -0.75 0.40 -0.86
O 5.90607 1.57166 -1.40503 1.46 2.01 -1.16
C 5.30676 0.50746 -0.95115 -0.56 -1.42 0.69
O 5.46707 -0.04521 0.09401 0.54 0.52 0.36
O 4.45527 0.06552 -1.83436 -2.42 -1.69 -2.85
H 2.27661 0.37330 -3.39351 0.23 -0.31 0.19
H 2.87825 1.35192 -4.64893 0.57 0.26 -0.02
H 2.53292 2.01674 -3.03326 0.37 0.22 0.04
H 4.75246 0.16504 -3.97129 0.60 -0.50 0.62
H 4.98318 2.90051 -2.65883 -0.46 -0.12 0.19
H 6.19428 2.03221 -3.47612 0.56 -0.45 0.46
C -3.81451 -4.40352 -1.46783 0.03 0.04 0.94
C -2.92960 -4.36279 -0.16565 -0.28 0.64 -3.97
C -2.56164 -5.68008 0.37406 -1.40 -0.87 2.10
O -1.27605 -5.46753 0.90319 0.82 -0.48 0.81
C -0.74124 -4.47041 0.20733 4.80 1.00 1.37
O 0.41455 -4.05893 0.30758 -2.12 -1.24 0.03
O -1.60118 -3.94446 -0.57797 -1.81 1.91 -1.91
H -3.71892 -3.50494 -2.07734 0.04 0.22 0.41
H -4.85829 -4.51351 -1.17365 -0.06 0.13 0.03
H -3.60465 -5.22650 -2.15103 0.41 -0.23 0.34
H -3.28835 -3.60579 0.53173 -0.10 -0.42 0.20
H -2.49029 -6.54921 -0.27987 -0.51 0.29 -0.34
H -3.24929 -5.80461 1.21056 0.05 -0.91 0.08
C -1.58198 -1.22038 3.06488 -0.29 -0.97 -0.01
C -2.08692 -2.45636 3.87585 -0.59 1.66 0.70
C -3.20107 -2.14086 4.94503 1.41 1.28 -0.49
O -4.22275 -3.09474 4.71134 0.33 -0.15 -0.77
C -3.99703 -3.66261 3.46715 -2.61 -1.14 0.94
O -4.78070 -4.44099 2.95275 1.44 1.28 0.68
O -2.86870 -3.26000 2.96274 1.57 -0.06 -0.73
H -0.89897 -0.50379 3.52107 -0.16 -0.31 0.67
H -2.45217 -0.66939 2.70813 -0.01 0.02 -0.08
H -1.02221 -1.59210 2.20664 -0.09 -0.10 -0.10
H -1.27379 -3.01952 4.33386 -0.05 -0.35 -0.44
H -3.48441 -1.10026 4.78704 -0.92 -0.09 -0.55
H -2.86560 -2.05692 5.97873 0.08 -1.11 0.08
C -1.71479 -0.97850 -2.63601 0.58 0.43 0.04
C -0.94933 0.03411 -1.67005 -3.39 0.08 -4.64
C -1.32481 0.00136 -0.26116 -0.99 -1.30 0.81
O -0.07145 0.02432 0.37616 -0.33 -0.20 1.79
C 0.88190 -0.05772 -0.50509 5.01 0.92 0.62
O 2.08653 0.02321 -0.23029 -2.97 -0.34 -0.61
O 0.41314 -0.10080 -1.74531 1.37 -0.52 -0.22
H -1.71097 -2.01827 -2.30897 -0.29 0.16 0.44
H -1.35976 -1.04040 -3.66471 1.21 0.35 0.07
H -2.69244 -0.59938 -2.93360 -0.51 -0.06 1.10
H -1.25017 0.99218 -2.09396 0.39 0.39 -0.07
H -1.81270 -0.96363 -0.12388 -0.14 0.01 0.84
H -1.94933 0.82365 0.08801 -0.08 -0.05 -0.03
Cl -1.21940 5.24660 -2.37812 0.05 0.03 -0.06
C -2.16929 3.92241 -1.67543 -0.71 0.04 1.91
C -2.07397 3.87707 -0.10417 -0.20 -0.23 -1.46
Cl -0.56911 3.11956 0.45272 -0.15 0.19 0.05
H -1.92041 2.99415 -2.18971 0.21 0.08 0.34
H -3.23802 4.07822 -1.82256 0.02 0.34 -0.49
H -2.89661 3.27090 0.27521 -0.05 -0.42 -0.13
H -2.22538 4.84727 0.36900 0.45 0.14 -0.30
```
Positions in Å, forces in eV/Å.

expectation value of S² = 0.750
LUMO energy (spin up / spin down) = 2.38 / 2.33 eV
total charge = -1
multiplicity = 2

Atom charges from the Löwdin analysis, given in e for atoms 1 to 2: C -0.05; C -0.36